[1]
Here is a cluster of 2 separate species, C16H26N4O2S in total in a non-equilibrium geometry from the OMol25 dataset. Energies are from wB97M-V/def2-TZVPD.

Geometry as XYZ:
```
49
Properties=species:S:1:pos:R:3:forces:R:3:lowdin_charge:R:1
C -1.041 2.204 -3.189 0.163 -0.482 0.376 -0.05
N -0.078 1.118 -3.366 0.391 0.350 -1.101 0.03
C 0.110 0.119 -2.495 -0.220 0.148 1.172 -0.43
O -0.510 0.064 -1.440 -0.061 -0.320 -0.125 0.05
C 1.188 -0.924 -2.862 0.204 0.011 -0.221 -0.18
C 1.207 -2.189 -1.975 -0.058 0.206 0.367 -0.09
C 1.755 -2.024 -0.564 0.018 0.089 0.235 -0.21
C 0.878 -1.831 0.520 0.917 0.007 0.420 -0.03
C 1.382 -1.669 1.822 0.582 -0.169 -0.833 -0.06
C 2.768 -1.701 2.049 -0.223 -0.119 -0.825 -0.08
C 3.648 -1.918 0.975 -0.875 0.053 -0.063 -0.08
C 3.143 -2.089 -0.327 -0.633 0.258 0.939 -0.06
N 2.524 -0.317 -2.886 -0.491 -0.589 0.718 0.12
C 2.992 0.449 -3.870 0.297 0.720 -0.923 -0.54
C 4.368 1.038 -3.672 -0.077 -0.138 -0.043 0.01
O 2.353 0.694 -4.886 -0.329 -0.070 -0.159 0.03
H -0.885 2.970 -3.949 0.091 -0.211 0.035 0.08
H -0.919 2.650 -2.200 -0.072 -0.019 -0.060 0.08
H -2.057 1.813 -3.271 -0.011 0.119 0.045 0.08
H 0.523 1.132 -4.184 -0.074 -0.047 0.068 0.10
H 0.949 -1.257 -3.873 0.187 0.056 -0.141 0.15
H 1.811 -2.944 -2.480 0.033 0.082 -0.159 0.12
H 0.193 -2.589 -1.919 0.003 0.131 -0.023 0.13
H -0.188 -1.798 0.350 0.023 0.048 -0.091 0.09
H 0.704 -1.518 2.648 -0.063 0.003 0.041 0.08
H 3.155 -1.570 3.050 0.026 -0.007 0.016 0.10
H 4.714 -1.960 1.153 0.047 -0.011 -0.013 0.10
H 3.824 -2.274 -1.144 0.089 -0.104 -0.123 0.10
H 3.089 -0.424 -2.059 -0.084 0.023 0.120 0.12
H 4.637 1.614 -4.557 -0.076 -0.100 0.117 0.09
H 4.357 1.691 -2.801 0.142 0.001 0.088 0.09
H 5.088 0.235 -3.526 0.169 0.052 0.120 0.08
H -4.651 2.345 5.620 -0.412 -0.200 -0.248 0.04
N -4.162 1.899 4.853 2.129 -0.471 -1.087 0.05
C -4.867 1.215 4.029 1.169 2.052 2.615 -0.85
N -6.198 1.236 4.264 -2.070 -1.361 -1.393 0.04
S -4.241 0.305 2.673 0.182 0.249 -0.256 0.98
C -2.455 0.745 2.694 0.531 -0.273 0.246 -0.67
C -1.895 0.526 1.293 -0.490 0.153 -0.082 -0.16
C -1.720 -0.135 3.706 -0.261 0.122 0.284 -0.15
H -6.543 2.128 4.594 -0.101 -0.360 -0.191 0.10
H -6.734 0.774 3.537 -0.448 0.407 0.307 0.07
H -2.330 1.799 2.966 -0.448 -0.211 0.096 0.10
H -0.823 0.744 1.267 -0.152 -0.089 0.040 0.08
H -2.396 1.187 0.580 0.149 -0.156 -0.041 0.07
H -2.053 -0.507 0.973 0.099 0.091 -0.075 0.07
H -1.813 -1.190 3.433 0.035 0.067 -0.025 0.07
H -2.142 0.002 4.705 0.087 -0.011 -0.119 0.06
H -0.660 0.130 3.741 -0.034 0.022 -0.046 0.07
```
Forces are in eV/Å.

The SMILES is CNC(=O)[C@H](Cc1ccccc1)NC(C)=O.[H]/N=C(\N)SC(C)C.

***

[2]
Here is an isolated molecule of C16H26N6O5S from the OMol25 dataset. Energies are from wB97M-V/def2-TZVPD.

Geometry as XYZ:
```
54
Properties=species:S:1:pos:R:3:forces:R:3:lowdin_charge:R:1
C 1.671 4.463 2.729 -0.020 -0.038 -0.062 -0.40
S 2.073 2.923 3.573 0.031 0.019 0.065 0.91
C 0.540 2.496 4.463 -0.018 0.101 0.032 -0.58
C 0.842 1.941 5.859 0.008 -0.081 -0.033 -0.50
O 0.049 1.192 6.409 0.000 -0.002 0.000 0.07
N 1.968 2.373 6.464 -0.011 -0.002 0.004 0.06
C 2.233 2.052 7.850 -0.001 0.004 -0.012 -0.14
C 1.489 2.963 8.803 0.001 0.002 0.001 -0.20
O 1.970 4.282 8.624 -0.002 -0.002 0.003 -0.15
C 1.259 5.227 9.398 0.001 -0.004 0.002 -0.19
C 1.877 6.590 9.181 0.011 -0.008 0.004 -0.12
N 3.253 6.660 9.657 0.003 0.014 -0.005 -0.09
C 4.328 6.404 8.710 -0.004 0.000 0.003 -0.03
C 3.454 7.007 10.947 -0.006 -0.012 0.007 -0.43
O 2.543 7.204 11.733 0.001 0.000 -0.002 0.07
C 4.913 7.109 11.396 0.000 0.006 0.001 -0.04
N 5.039 7.831 12.637 -0.003 0.003 -0.005 -0.12
C 4.499 7.586 13.843 0.003 0.001 -0.003 -0.12
N 4.865 8.515 14.694 0.000 -0.003 -0.005 0.13
C 5.642 9.335 13.933 -0.009 -0.007 0.009 -0.29
C 6.294 10.566 14.479 0.008 0.004 0.004 -0.50
N 6.014 10.765 15.789 0.002 0.001 -0.011 0.16
O 6.996 11.292 13.809 -0.001 0.002 0.000 0.06
N 5.773 8.958 12.681 0.003 0.000 0.000 0.19
C -0.579 3.570 4.635 0.003 0.004 -0.006 -0.07
C -1.618 2.474 4.316 0.009 -0.008 0.014 -0.36
O -2.713 2.818 3.504 0.000 0.001 -0.004 -0.01
C -0.491 1.610 3.724 0.007 0.005 -0.006 -0.08
H 2.571 4.725 2.175 -0.002 0.003 -0.001 0.03
H 0.857 4.341 2.017 -0.002 -0.001 0.001 0.04
H 1.445 5.265 3.428 0.002 -0.001 0.001 0.04
H 2.555 3.025 5.970 0.002 -0.002 -0.002 0.08
H 1.928 1.022 8.031 0.006 -0.002 0.003 0.13
H 3.307 2.136 8.023 -0.001 -0.002 0.004 0.13
H 0.414 2.916 8.593 0.000 0.000 0.000 0.13
H 1.652 2.636 9.838 -0.002 0.001 0.000 0.13
H 0.202 5.247 9.100 0.001 0.003 -0.002 0.13
H 1.306 4.967 10.462 -0.001 -0.001 0.000 0.13
H 1.876 6.830 8.116 -0.005 0.004 0.000 0.13
H 1.288 7.337 9.711 0.001 0.002 -0.004 0.13
H 5.160 5.887 9.185 -0.004 -0.004 -0.005 0.09
H 3.947 5.748 7.932 0.001 0.001 0.004 0.08
H 4.697 7.326 8.253 0.004 0.002 -0.003 0.10
H 5.322 6.101 11.502 -0.001 -0.001 -0.001 0.14
H 5.524 7.646 10.675 0.002 0.001 0.001 0.13
H 3.850 6.749 14.035 -0.001 0.001 0.004 0.13
H 5.412 10.127 16.279 0.000 -0.001 0.000 0.09
H 6.395 11.575 16.245 -0.001 -0.001 0.003 0.11
H -0.631 4.081 5.596 0.000 0.000 0.002 0.12
H -0.562 4.308 3.834 -0.001 -0.001 0.000 0.10
H -2.025 2.029 5.219 -0.006 0.003 -0.004 0.15
H -2.384 3.120 2.651 -0.002 0.001 0.000 0.09
H -0.405 1.767 2.646 -0.003 -0.001 0.001 0.12
H -0.485 0.548 3.954 0.000 -0.001 0.000 0.12
```
Forces are in eV/Å.

The SMILES is CS[C@]1(C(=O)NCCOCCN(C)C(=O)Cn2cnc(C(N)=O)n2)C[C@H](O)C1.

***

[3]
Here is an isolated molecule of C16H26N6O5S from the OMol25 dataset. Energies are from wB97M-V/def2-TZVPD.

Geometry as XYZ:
```
54
Properties=species:S:1:pos:R:3:forces:R:3:lowdin_charge:R:1
C -0.558 -2.121 3.129 -0.023 -0.028 0.086 -0.39
S -1.426 -3.630 2.642 0.015 0.019 -0.142 0.91
C -3.157 -3.113 2.300 0.019 -0.032 0.151 -0.59
C -3.293 -1.624 2.531 -0.024 0.004 -0.089 -0.53
O -3.660 -1.158 3.593 0.018 -0.001 -0.004 0.08
N -2.966 -0.855 1.463 0.013 0.019 0.006 0.08
C -2.813 0.580 1.594 0.003 -0.015 -0.006 -0.15
C -2.652 1.192 0.224 0.023 0.016 0.004 -0.20
O -1.556 0.552 -0.404 -0.003 -0.003 0.002 -0.16
C -1.291 1.054 -1.701 -0.006 0.011 -0.004 -0.19
C -0.100 0.312 -2.267 0.010 -0.008 0.011 -0.12
N 1.113 0.521 -1.487 -0.002 -0.012 0.024 -0.09
C 1.465 -0.496 -0.509 -0.003 0.003 -0.024 -0.02
C 1.827 1.642 -1.737 -0.010 0.032 -0.015 -0.43
O 1.461 2.486 -2.537 0.009 -0.013 -0.002 0.07
C 3.120 1.830 -0.940 -0.001 0.022 0.010 -0.04
N 3.955 2.850 -1.521 0.008 -0.023 -0.004 -0.12
C 3.708 4.150 -1.752 0.001 -0.006 -0.002 -0.13
N 4.749 4.709 -2.324 -0.003 0.001 0.007 0.13
C 5.627 3.673 -2.433 -0.019 0.015 0.020 -0.28
C 6.985 3.826 -3.042 0.010 -0.009 -0.058 -0.50
N 7.224 5.089 -3.472 -0.010 -0.009 0.017 0.16
O 7.771 2.909 -3.136 0.010 0.006 0.017 0.06
N 5.186 2.529 -1.962 0.004 0.009 -0.002 0.19
C -3.689 -3.702 0.962 -0.029 0.026 0.007 -0.10
C -4.417 -4.808 1.761 0.035 -0.029 0.007 -0.35
O -3.788 -6.073 1.730 0.007 0.007 0.006 -0.03
C -4.185 -3.993 3.051 -0.041 0.034 -0.013 -0.09
H 0.424 -2.458 3.457 0.003 0.007 -0.002 0.03
H -0.437 -1.431 2.296 -0.003 0.003 0.003 0.01
H -1.057 -1.629 3.961 -0.003 0.004 -0.003 0.05
H -2.510 -1.290 0.676 -0.006 -0.003 -0.002 0.14
H -3.691 0.989 2.093 -0.003 0.006 -0.001 0.13
H -1.942 0.820 2.214 -0.004 0.004 0.000 0.13
H -3.560 1.046 -0.374 -0.003 -0.003 0.001 0.13
H -2.466 2.269 0.313 -0.009 -0.001 -0.001 0.13
H -2.162 0.906 -2.352 0.006 -0.007 -0.004 0.13
H -1.072 2.126 -1.658 -0.004 0.000 0.005 0.13
H -0.303 -0.760 -2.281 -0.006 0.002 -0.011 0.13
H 0.074 0.649 -3.288 -0.004 -0.001 -0.002 0.13
H 2.174 -0.115 0.220 -0.003 0.002 0.008 0.08
H 0.566 -0.790 0.029 0.007 -0.007 0.001 0.08
H 1.897 -1.377 -0.991 0.002 -0.002 0.005 0.10
H 2.869 2.092 0.091 -0.001 -0.008 -0.002 0.14
H 3.724 0.927 -0.924 0.000 -0.005 -0.002 0.13
H 2.773 4.622 -1.506 -0.001 0.003 -0.002 0.13
H 6.515 5.795 -3.380 0.002 -0.001 0.003 0.09
H 8.102 5.288 -3.916 0.003 -0.001 0.001 0.11
H -4.388 -3.018 0.477 0.011 -0.004 -0.017 0.12
H -2.948 -4.047 0.243 0.004 -0.014 0.007 0.11
H -5.452 -4.990 1.483 -0.005 0.013 0.000 0.14
H -2.900 -6.000 2.099 -0.007 0.000 -0.006 0.07
H -3.819 -4.549 3.912 0.008 -0.010 -0.006 0.12
H -5.052 -3.403 3.347 0.002 -0.012 0.019 0.12
```
Forces are in eV/Å.

The SMILES is CS[C@]1(C(=O)NCCOCCN(C)C(=O)Cn2cnc(C(N)=O)n2)C[C@H](O)C1.

***

[4]
Here is the ion C16H26NO with charge +1 from the OMol25 dataset. Energies are from wB97M-V/def2-TZVPD.

Geometry as XYZ:
```
44
Properties=species:S:1:pos:R:3:forces:R:3:lowdin_charge:R:1
C -3.858 -2.027 -0.629 0.108 0.151 0.058 -0.08
C -2.982 -0.867 -0.162 0.102 -0.073 -0.098 -0.23
C -1.601 -0.983 -0.801 -0.634 -0.385 -0.077 -0.12
N -0.555 -0.052 -0.285 0.267 -0.170 -0.234 -0.05
C -0.807 1.375 -0.667 -0.207 0.709 -0.003 -0.11
C -1.647 2.210 0.298 0.025 -0.035 -0.087 -0.23
C -1.937 3.568 -0.336 0.043 -0.174 0.083 -0.08
C -0.177 -0.236 1.158 0.199 -0.090 0.766 -0.24
C 0.127 -1.698 1.487 -0.088 -0.067 -0.207 -0.12
C 1.237 -2.282 0.605 -0.052 -0.080 0.089 -0.11
C 2.268 -1.281 0.143 0.226 0.019 -0.121 -0.18
C 3.301 -1.715 -0.681 -0.001 0.000 -0.014 -0.04
C 4.262 -0.827 -1.125 -0.076 -0.041 0.059 -0.06
C 4.195 0.508 -0.770 -0.064 0.168 0.116 -0.01
C 3.164 0.957 0.042 0.116 -0.320 -0.279 -0.26
O 3.026 2.264 0.390 0.007 0.083 0.123 0.07
C 2.199 0.058 0.513 0.045 0.269 0.091 -0.12
C 1.104 0.554 1.420 -0.001 0.149 -0.097 -0.06
H -4.850 -1.939 -0.198 -0.093 -0.031 0.004 0.08
H -3.956 -2.025 -1.711 -0.044 -0.047 -0.131 0.08
H -3.438 -2.982 -0.322 0.026 -0.131 0.016 0.08
H -2.905 -0.896 0.925 0.014 0.107 0.066 0.11
H -3.461 0.067 -0.453 0.046 0.078 0.088 0.11
H -1.240 -2.003 -0.667 0.124 0.116 -0.001 0.12
H -1.689 -0.809 -1.876 0.160 0.034 0.080 0.14
H 0.315 -0.317 -0.772 -0.150 0.100 -0.053 0.17
H -1.299 1.365 -1.642 0.103 -0.137 0.020 0.14
H 0.160 1.865 -0.793 0.031 -0.162 -0.028 0.14
H -1.113 2.373 1.234 -0.006 -0.103 0.059 0.11
H -2.591 1.718 0.528 0.023 -0.067 0.083 0.10
H -1.012 4.091 -0.567 0.090 0.109 -0.051 0.08
H -2.509 3.456 -1.254 -0.064 0.029 -0.116 0.08
H -2.512 4.181 0.350 -0.040 0.085 0.023 0.08
H -1.001 0.126 1.775 0.038 0.016 -0.161 0.15
H -0.766 -2.321 1.432 -0.025 -0.010 0.042 0.12
H 0.450 -1.715 2.528 -0.086 0.082 0.005 0.13
H 1.748 -3.070 1.162 -0.066 -0.039 -0.061 0.13
H 0.815 -2.771 -0.280 0.010 -0.026 0.053 0.12
H 3.354 -2.755 -0.962 0.016 -0.147 -0.048 0.12
H 5.068 -1.174 -1.751 0.094 -0.031 -0.079 0.11
H 4.944 1.204 -1.118 0.085 0.088 -0.059 0.12
H 3.788 2.771 0.083 -0.060 -0.035 0.001 0.12
H 0.982 1.627 1.288 -0.084 -0.025 0.052 0.11
H 1.398 0.404 2.462 -0.157 0.030 0.030 0.15
```
Forces are in eV/Å.

As for the charge: +1. The SMILES is CCC[NH+](CCC)[C@H]1CCc2cccc(O)c2C1.

***

Listing energy above the lowest of the compared OMol25 structures with the same formula, charge and spin for the structures above in their given order: 32.4 42.9 46.3 0.0 kcal/mol.
Listing E_LUMO for the structures above in their given order: 0.656 0.199 0.217 -2.228 eV.